(1)
136
Properties=species:S:1:pos:R:3:forces:R:3:mulliken_spin:R:1 method="wB97M-V/def2-TZVPD" e_tot_ev=-80607.098 homo_ev="0.28 / -7.39" charge=-1 multiplicity=2 homo_lumo_gap_ev="1.60 / 9.21"
C 1.861 4.737 -0.788 -1.1 0.4 1.6 -0.02
O 1.991 5.787 -1.717 0.3 2.3 -1.2 -0.02
C 1.381 6.997 -1.535 -2.1 -1.2 3.2 0.04
O 0.601 7.281 -0.600 2.2 -0.7 -2.4 -0.03
O 1.694 7.787 -2.539 0.3 1.0 -0.8 -0.02
C 1.326 9.182 -2.540 -0.4 0.7 -0.4 0.04
H 2.544 3.921 -1.023 -0.4 0.2 -0.4 -0.01
H 0.799 4.494 -0.741 0.1 -0.8 -0.3 0.00
H 2.071 5.064 0.231 0.4 0.3 0.0 0.02
H 0.303 9.453 -2.278 -0.1 -0.9 0.6 0.00
H 1.371 9.570 -3.558 0.5 -0.7 -0.2 -0.01
H 1.989 9.829 -1.966 0.2 -0.6 0.3 0.00
C -1.751 -4.606 -1.311 0.9 0.3 0.5 0.00
O -2.066 -5.962 -0.909 0.0 -0.3 -0.1 -0.01
C -1.251 -6.635 -0.072 3.2 3.0 -0.4 -0.01
O -0.101 -6.274 0.210 -1.9 -0.9 -0.4 -0.01
O -1.860 -7.669 0.390 -2.1 -1.7 0.6 -0.02
C -1.238 -8.641 1.215 1.2 -0.6 -0.1 0.04
H -2.186 -3.933 -0.573 -0.3 0.0 -0.3 0.03
H -2.067 -4.377 -2.329 -0.7 -0.6 0.3 0.01
H -0.688 -4.365 -1.329 0.3 -0.6 0.4 -0.01
H -1.919 -9.419 1.563 -0.7 0.7 -0.2 0.00
H -0.726 -8.233 2.087 0.0 0.4 -0.2 0.00
H -0.527 -9.208 0.614 0.4 0.3 0.0 0.00
C 3.232 -4.491 1.192 -0.5 0.6 0.3 0.02
O 4.282 -4.122 0.326 0.9 0.4 -1.0 -0.01
C 5.043 -3.049 0.577 -0.3 -0.1 1.8 0.00
O 4.875 -2.251 1.488 0.4 -0.9 -1.6 0.00
O 6.083 -3.138 -0.266 -0.3 0.4 -0.9 0.00
C 7.056 -2.116 -0.200 1.1 0.9 0.4 0.00
H 2.612 -5.168 0.605 0.1 -0.1 0.4 0.00
H 2.637 -3.620 1.466 0.0 0.0 0.1 0.00
H 3.653 -4.930 2.097 -0.2 -0.2 0.0 0.00
H 7.423 -2.108 0.826 0.1 0.5 -0.1 0.00
H 6.803 -1.125 -0.577 -1.3 0.1 0.7 0.00
H 7.901 -2.222 -0.882 -0.1 -1.5 0.0 0.00
C 2.300 -1.166 3.610 0.1 0.0 0.3 0.04
C 1.600 -0.302 4.631 1.4 1.8 0.9 -0.06
O 2.259 0.402 5.417 -1.0 -1.4 -1.2 -0.02
C 0.109 -0.180 4.651 -0.3 -0.2 0.1 0.03
H 1.619 -1.591 2.873 0.1 -0.1 0.1 0.00
H 2.836 -1.943 4.155 -0.3 -0.4 0.1 0.00
H 3.136 -0.650 3.139 -0.3 0.4 -0.2 0.01
H -0.186 0.315 5.577 -0.1 -0.1 -0.1 0.00
H -0.429 -1.117 4.508 0.1 -0.1 0.2 0.03
H -0.235 0.435 3.819 0.2 0.2 -0.2 0.05
C -1.387 4.973 -3.447 0.5 0.8 -0.1 0.33
C -1.549 3.510 -3.272 -0.6 -2.0 0.2 -0.91
O -1.085 2.883 -2.317 -0.3 1.0 -0.9 0.02
C -2.472 2.757 -4.272 0.5 0.0 1.1 0.03
H -0.940 5.424 -2.560 0.0 0.0 0.0 0.12
H -2.300 5.512 -3.701 -0.4 -0.3 0.2 0.03
H -0.754 5.200 -4.304 0.3 -0.2 0.0 -0.02
H -3.470 3.188 -4.195 -0.1 0.5 -0.6 -0.11
H -2.636 1.746 -3.897 0.5 -0.1 0.0 0.47
H -2.072 2.701 -5.284 -0.3 0.3 0.0 0.02
C 2.969 3.655 4.539 0.5 0.9 -0.3 0.02
C 2.171 4.214 3.348 2.2 0.8 -0.6 -0.05
O 2.631 5.053 2.560 -0.6 -1.6 1.5 0.00
C 0.757 3.793 3.305 -0.2 0.9 -1.0 0.13
H 4.024 3.929 4.523 0.0 0.0 -0.5 0.00
H 2.904 2.588 4.753 -0.5 0.1 -0.2 -0.01
H 2.606 4.230 5.391 -0.4 -0.2 0.3 -0.01
H 0.350 4.234 4.215 -0.6 -0.7 0.2 -0.04
H 0.646 2.721 3.139 -0.2 0.0 0.6 0.04
H 0.337 4.328 2.453 -0.3 -0.1 0.0 -0.01
C 2.181 1.539 -3.271 0.9 0.0 -1.0 0.04
C 3.193 1.551 -4.478 -2.7 -0.9 -0.1 0.05
O 4.296 1.990 -4.364 0.8 0.2 -0.2 -0.03
C 2.653 0.891 -5.830 0.8 0.7 1.6 0.00
H 2.064 0.522 -2.897 0.2 -0.1 0.0 -0.02
H 1.175 1.832 -3.571 0.1 0.3 -0.1 0.00
H 2.571 2.173 -2.475 -0.1 -0.1 -0.1 0.00
H 3.097 -0.105 -5.833 0.0 -0.1 -0.3 -0.01
H 3.017 1.478 -6.672 0.0 -0.1 0.0 -0.01
H 1.567 0.794 -5.841 0.1 0.1 0.0 0.01
C -3.071 -1.074 -2.468 0.4 -0.2 -0.2 0.47
C -4.078 -1.827 -1.594 -0.1 -0.2 -1.1 -0.13
O -4.371 -2.985 -1.852 0.2 1.0 0.5 -0.22
C -4.735 -1.043 -0.487 0.3 -0.3 1.0 0.07
H -3.528 -0.292 -3.075 -0.4 0.2 0.3 -0.09
H -2.581 -1.708 -3.207 -0.2 -0.4 0.2 0.23
H -2.266 -0.597 -1.910 -0.2 0.1 0.3 0.00
H -4.006 -0.495 0.109 0.3 0.1 -0.3 0.13
H -5.193 -1.719 0.235 -0.3 -0.1 -0.3 -0.08
H -5.449 -0.278 -0.791 -0.1 -0.3 -0.5 0.13
C -0.709 -4.231 4.656 0.2 0.4 -1.2 0.04
C -0.906 -4.202 3.163 0.8 -0.1 -0.7 -0.34
O -0.081 -3.732 2.375 -1.5 -0.6 1.2 0.11
C -2.198 -4.870 2.733 0.2 0.5 -1.0 0.18
H -1.710 -4.011 5.026 0.4 0.2 0.8 0.03
H 0.075 -3.492 4.823 -0.2 0.0 0.7 0.01
H -0.379 -5.229 4.947 -0.1 0.0 0.1 -0.03
H -2.246 -5.891 3.111 0.2 -0.1 -0.2 0.00
H -2.234 -4.799 1.646 -0.1 -0.5 0.0 -0.03
H -3.104 -4.389 3.101 0.2 0.3 0.3 -0.01
C 0.226 -1.372 -0.216 0.5 0.2 0.2 -0.08
C 0.591 0.089 0.002 0.5 0.1 0.2 -0.34
O 1.754 0.443 -0.081 -0.3 -0.4 0.0 0.00
C -0.463 1.122 0.286 -0.3 0.7 0.6 0.17
H -0.814 -1.493 -0.520 0.2 -0.2 -0.3 0.15
H 0.406 -2.043 0.624 -0.3 0.5 0.7 0.00
H 1.004 -1.769 -0.868 -0.6 0.1 -0.6 0.03
H -1.332 1.123 -0.371 0.1 -0.2 -0.2 -0.10
H -0.037 2.125 0.312 0.2 -0.1 -0.6 0.21
H -0.857 1.074 1.302 -0.1 -0.7 0.2 -0.13
C -4.505 0.173 4.781 0.7 -0.9 0.4 0.46
C -3.386 -0.743 4.338 1.4 -0.6 -0.2 -0.25
O -2.837 -1.603 5.024 -1.1 1.0 -0.3 -0.08
C -2.885 -0.500 2.925 -0.3 -0.5 0.5 -0.10
H -5.426 -0.145 4.292 -0.1 0.1 0.0 -0.05
H -4.253 1.185 4.465 -0.2 0.1 0.1 -0.12
H -4.563 0.052 5.863 -0.3 0.3 0.0 -0.05
H -2.301 0.418 2.869 -0.3 0.2 0.0 -0.12
H -3.783 -0.418 2.312 0.3 0.1 -0.4 0.38
H -2.231 -1.323 2.640 -0.2 -0.1 -0.2 0.05
C 4.740 -3.009 -3.527 -0.9 0.0 -0.6 0.01
C 3.313 -2.755 -3.945 -2.6 -0.8 -1.1 0.00
O 2.950 -2.679 -5.129 1.2 0.1 2.2 -0.01
C 2.196 -2.691 -2.830 0.9 0.4 -1.8 -0.03
H 5.233 -3.236 -4.471 0.6 0.2 0.3 0.00
H 4.763 -3.862 -2.849 0.1 0.0 0.1 0.00
H 5.111 -2.133 -2.994 0.3 0.0 -0.1 0.00
H 2.492 -1.816 -2.251 -0.2 -0.4 0.7 0.01
H 2.026 -3.635 -2.313 0.7 0.2 0.5 0.00
H 1.238 -2.491 -3.310 0.2 0.3 -0.2 0.03
C -4.744 5.127 -1.444 0.4 0.6 0.1 -0.09
C -5.408 3.899 -0.951 -2.0 -1.0 0.8 0.73
O -6.537 3.951 -0.433 2.4 -0.4 -1.0 -0.45
C -4.601 2.570 -1.158 -1.5 1.5 0.5 -0.04
H -4.247 5.600 -0.596 0.3 -0.1 0.2 0.01
H -5.462 5.884 -1.760 0.0 -0.3 -0.3 -0.14
H -3.978 4.885 -2.180 -0.2 0.3 -0.1 0.16
H -3.617 2.707 -0.711 0.1 -0.3 0.0 0.08
H -4.511 2.430 -2.235 0.1 -0.1 -0.1 -0.09
H -5.200 1.775 -0.713 0.4 0.0 0.0 0.14

***

(2)
74
Properties=species:S:1:pos:R:3:forces:R:3:mulliken_spin:R:1 method="wB97M-V/def2-TZVPD" de_lowest_kj_mol=158.1 e_tot_ev=-142872.765 homo_ev="-16.47 / -16.48" charge=+3 multiplicity=2 homo_lumo_gap_ev="5.09 / 6.20"
V 0.481 0.404 -1.185 0.5 0.3 -0.1 1.63
C 3.986 -2.370 -0.757 0.0 0.0 0.0 0.00
C 4.277 -0.916 -0.613 0.2 0.4 0.1 -0.01
N 5.537 -0.531 -0.384 -0.1 -0.3 0.0 0.02
C 5.849 0.741 -0.259 -0.1 0.3 0.0 -0.02
C 4.932 1.799 -0.335 0.0 0.0 0.0 0.01
C 5.453 3.200 -0.138 0.0 0.0 0.1 0.00
O 4.659 4.149 -0.829 0.0 0.0 -0.1 0.00
C 3.591 1.452 -0.555 0.4 -0.3 0.0 0.04
C 2.545 2.438 -0.585 -0.1 0.0 -0.1 0.03
N 1.292 2.163 -0.798 0.2 -0.2 -0.1 -0.04
C 0.265 3.136 -0.638 0.0 0.0 -0.1 -0.02
C 0.338 4.108 0.360 -0.1 0.0 0.0 0.00
C -0.680 5.033 0.497 0.0 0.0 0.0 0.00
C -1.804 4.973 -0.320 0.0 0.0 0.0 -0.01
C -1.918 3.987 -1.284 0.0 -0.1 -0.1 0.01
C -0.878 3.082 -1.448 0.0 0.2 0.1 0.00
I -1.029 1.675 -3.021 0.1 0.0 0.0 -0.02
C 3.310 0.074 -0.696 -0.1 0.0 -0.2 0.00
O 2.015 -0.293 -0.934 -0.3 0.1 0.1 -0.12
H 4.929 -2.898 -0.871 0.0 0.0 0.0 0.00
H 3.352 -2.571 -1.621 0.0 0.0 0.0 0.00
H 3.482 -2.753 0.133 0.0 0.0 0.0 0.00
H 6.900 0.958 -0.098 0.0 0.0 0.0 0.00
H 6.492 3.230 -0.466 0.0 0.0 0.0 0.00
H 5.450 3.418 0.937 0.0 0.0 0.0 0.00
H 5.214 4.857 -1.172 0.0 0.0 0.0 0.00
H 2.836 3.471 -0.420 -0.1 0.0 0.0 0.00
H 1.185 4.129 1.033 0.0 0.0 0.0 0.00
H -0.601 5.804 1.252 0.0 0.0 0.0 0.00
H -2.596 5.702 -0.209 0.0 0.0 0.0 0.00
H -2.793 3.949 -1.921 0.0 0.0 0.0 0.00
O 0.085 0.422 1.679 0.0 0.0 -0.1 -0.14
C -0.427 0.042 0.696 -0.4 -0.2 0.5 -0.17
C -7.007 0.503 1.809 0.0 0.0 0.0 0.00
C -5.491 0.357 1.827 0.0 0.0 0.0 0.00
C -4.846 1.239 2.891 0.0 0.0 0.0 0.00
C -3.324 1.147 2.929 0.0 0.0 0.0 0.00
N -2.879 -0.215 3.253 0.0 0.0 -0.1 -0.01
C -2.478 -1.162 2.400 0.1 0.0 -0.1 0.02
Se -2.149 -0.909 0.548 -0.1 -0.1 0.1 -0.14
N -2.309 -2.329 3.035 0.0 0.1 -0.1 -0.01
C -2.023 -3.630 2.404 0.1 0.0 0.0 0.00
C -3.241 -4.185 1.674 0.0 0.0 0.0 0.00
C -4.446 -4.465 2.569 0.0 0.0 0.0 0.00
C -4.246 -5.657 3.496 0.0 0.0 0.0 0.00
C -2.627 -2.135 4.368 0.0 0.1 0.1 -0.01
C -2.626 -3.004 5.461 0.0 0.0 0.0 0.00
C -2.994 -2.465 6.671 0.0 -0.1 0.0 -0.01
C -3.350 -1.107 6.808 0.0 0.1 0.0 -0.01
C -3.348 -0.245 5.739 0.0 0.0 0.0 0.00
C -2.979 -0.790 4.508 0.0 -0.1 0.0 -0.01
H -7.455 -0.136 1.050 0.0 0.0 0.0 0.00
H -7.301 1.531 1.598 0.0 0.0 0.0 0.00
H -7.436 0.226 2.773 0.0 0.0 0.0 0.00
H -5.080 0.615 0.844 0.0 0.0 0.0 0.00
H -5.236 -0.695 2.011 0.0 0.0 0.0 0.00
H -5.253 0.992 3.874 0.0 0.0 0.0 0.00
H -5.104 2.286 2.713 0.0 0.0 0.0 0.00
H -2.892 1.810 3.678 0.0 0.0 0.0 0.00
H -2.891 1.406 1.962 0.0 0.0 0.0 0.00
H -1.701 -4.291 3.206 0.0 0.0 0.0 0.00
H -1.175 -3.496 1.733 0.0 0.0 0.0 0.00
H -2.926 -5.108 1.181 0.0 0.0 0.0 0.00
H -3.520 -3.495 0.869 0.0 0.0 0.0 0.00
H -5.304 -4.656 1.923 0.0 0.0 0.0 0.00
H -4.703 -3.569 3.146 0.0 0.0 0.0 0.00
H -4.028 -6.559 2.924 0.0 0.0 0.0 0.00
H -5.146 -5.846 4.080 0.0 0.0 0.0 0.00
H -3.428 -5.509 4.204 0.0 0.0 0.0 0.00
H -2.346 -4.044 5.373 0.0 0.0 0.0 0.00
H -3.009 -3.096 7.548 0.0 0.0 0.0 0.00
H -3.632 -0.742 7.786 0.0 0.0 0.0 0.00
H -3.620 0.795 5.852 0.0 0.0 0.0 0.00

***

(3)
40
Properties=species:S:1:pos:R:3:forces:R:3:nbo_charge:R:1 method="wB97M-V/def2-TZVPD" de_lowest_kj_mol=1985.1 e_tot_ev=-32572.172 homo_ev=-5.62 charge=-1 homo_lumo_gap_ev=6.96
N 15.472 -6.771 20.826 1.8 0.3 4.1 0.81
O 14.466 -6.613 20.153 10.1 -2.0 2.2 -0.51
O 15.794 -6.017 21.740 -7.8 -4.3 -7.3 -0.36
O 16.115 -7.771 20.636 -1.8 3.9 -2.9 -0.44
O 13.661 -7.898 22.168 -6.3 1.7 -2.2 -0.87
H 13.721 -7.890 21.213 -1.2 -0.3 1.2 0.46
H 12.802 -7.519 22.357 -0.2 0.3 0.3 0.50
O 17.328 -5.969 23.063 4.9 0.1 3.8 -0.97
H 16.519 -6.070 22.561 2.9 -0.9 3.5 0.43
H 17.980 -6.468 22.572 0.4 -0.2 0.1 0.44
O 16.092 -4.005 22.120 1.1 3.8 1.3 -0.92
H 16.969 -3.967 22.500 0.1 -0.1 0.3 0.46
H 16.131 -4.733 21.500 0.8 3.0 -0.3 0.45
O 15.010 -4.385 20.054 3.5 2.1 3.5 -0.99
H 14.944 -5.252 20.453 -0.7 3.9 -0.8 0.38
H 14.424 -4.422 19.298 0.7 1.7 0.3 0.44
O 13.676 -5.006 22.954 -1.0 0.0 0.6 -0.93
H 14.422 -5.422 22.521 -0.1 0.5 0.4 0.47
H 12.959 -5.086 22.325 -0.2 0.2 -0.2 0.45
O 13.819 -4.981 18.480 -1.2 0.6 -8.4 -0.91
H 13.581 -5.665 19.106 -1.3 0.8 -1.5 0.45
H 12.989 -4.724 18.079 -0.3 0.0 -0.1 0.47
O 14.995 -8.265 18.675 0.2 -1.3 -3.3 -0.95
H 14.860 -7.567 18.033 -0.2 0.2 -0.4 0.48
H 15.382 -7.823 19.431 0.8 -1.3 -1.7 0.44
O 13.310 -9.044 20.302 -1.8 -2.2 -0.7 -0.97
H 13.997 -8.515 19.896 0.1 -0.9 -1.5 0.47
H 13.016 -9.632 19.607 0.2 -0.1 -0.3 0.48
O 18.529 -7.689 19.811 0.7 0.2 -0.2 -0.93
H 18.429 -7.452 18.889 0.0 0.1 -0.2 0.46
H 17.642 -7.903 20.101 0.9 0.1 -0.4 0.45
O 16.946 -9.382 21.609 2.3 -3.8 1.1 -0.93
H 16.489 -10.101 21.172 -0.1 -0.4 0.2 0.46
H 16.751 -8.613 21.073 1.8 -2.9 2.1 0.42
O 12.599 -6.255 19.726 -9.4 -0.8 0.1 -0.92
H 13.480 -6.507 20.003 -5.4 -0.5 1.4 0.42
H 12.288 -6.998 19.209 -0.5 -0.2 0.0 0.46
O 15.364 -8.217 23.263 4.5 -0.6 3.1 -0.99
H 16.197 -8.134 22.797 0.4 -0.6 1.2 0.43
H 14.703 -7.967 22.618 1.2 -0.1 1.7 0.42

***

> The highest charge belongs to which entry?

C30H34IN4O3SeV